# 1
C3H4MgO3 as an isolated structure at a distorted geometry, computed with ωB97M-V/def2-TZVPD.

- HOMO-LUMO gap (Ha) = 0.244
- HOMO energy (eV) = -8.459

Element x y z (Å)
H 1.69 -0.62 0.37
O -1.94 0.33 2.28
O 0.24 -1.66 -0.70
C 1.03 -0.53 -0.52
C 0.26 0.79 -0.39
O -0.42 0.99 0.85
C -1.52 0.23 1.14
H 1.71 -0.39 -1.39
H -0.46 0.87 -1.22
H 0.97 1.63 -0.47
Mg -1.57 -1.63 0.04

# 2
A 2-piece molecular cluster, C3H4N overall at a distorted geometry, computed with ωB97M-V/def2-TZVPD.

- total charge = +1
- HOMO-LUMO gap (Ha) = 0.404
- HOMO energy (eV) = -17.233

Element x y z (Å)
C -0.20 0.41 -2.14
C 0.53 -0.33 1.43
C -0.69 -0.10 0.97
N -0.59 0.41 -1.09
H 0.35 0.69 -3.04
H 0.77 -0.62 2.38
H 1.48 -0.12 0.81
H -1.65 -0.34 0.68

# 3
One molecule with the formula C3H4N2 at a distorted geometry, computed with ωB97M-V/def2-TZVPD.

- HOMO-LUMO gap (Ha) = 0.322
- HOMO energy (eV) = -8.233

Element x y z (Å)
N 1.35 -0.93 1.11
C -1.01 0.89 -1.12
N -1.81 0.53 0.01
C -0.60 0.08 0.07
C 0.29 -0.85 0.36
H 1.86 -1.80 1.15
H 1.69 -0.18 1.70
H -1.16 0.38 -2.07
H -0.60 1.89 -1.20

# 4
One molecule with the formula C3H4N2, computed with ωB97M-V/def2-TZVPD.

- HOMO-LUMO gap (alpha / beta) (Ha) = 0.284 / 0.320
- HOMO energy (alpha / beta) (eV) = -8.384 / -9.154

Element x y z (Å)
C 0.37 0.62 0.19
C -0.88 -0.21 0.34
N -1.99 -0.32 -0.11
C 1.27 -0.58 -0.03
N 2.29 -0.81 -0.61
H -2.43 0.24 -0.84
H 0.33 1.41 -0.57
H 0.65 1.04 1.16
H 0.40 -1.39 0.47

# 5
One molecule with the formula C3H4N2 at a distorted geometry, computed with ωB97M-V/def2-TZVPD.

- HOMO-LUMO gap (Ha) = 0.366
- SMILES = c1c[nH]cn1
- HOMO energy (eV) = -9.116

Element x y z (Å)
C -0.77 -0.97 -0.02
C -0.90 0.37 0.01
N 0.36 0.90 -0.06
C 1.25 -0.13 0.00
N 0.66 -1.32 0.02
H -1.49 -1.85 -0.09
H -1.86 1.03 0.04
H 0.37 1.94 0.13
H 2.38 0.02 -0.04

# 6
C3H4N2 as an isolated structure at a distorted geometry, computed with ωB97M-V/def2-TZVPD.

- HOMO-LUMO gap (Ha) = 0.341
- HOMO energy (eV) = -8.951

Element x y z (Å)
C 0.41 0.06 0.07
C -0.94 -0.07 0.27
C -2.18 -0.22 -0.08
H 1.23 -1.86 0.02
H 2.42 -0.26 0.31
H 0.16 2.09 -0.15
H -3.22 -0.20 -0.28
N 1.37 -0.90 -0.12
N 0.76 1.35 -0.04

# 7
One molecule with the formula C3H4N2 at a distorted geometry, computed with ωB97M-V/def2-TZVPD.

- HOMO-LUMO gap (Ha) = 0.379
- SMILES = C1=NN=CC1
- HOMO energy (eV) = -9.983

Element x y z (Å)
C 0.83 -0.84 -0.12
N -0.26 -1.66 0.00
N -1.47 -0.82 0.06
C -1.04 0.39 -0.13
C 0.37 0.56 0.08
H 1.86 -1.13 -0.04
H -1.71 1.13 -0.31
H 0.45 1.06 1.04
H 0.96 1.30 -0.58

# 8
One molecule with the formula C3H4N2 at a distorted geometry, computed with ωB97M-V/def2-TZVPD.

- HOMO-LUMO gap (Ha) = 0.380
- SMILES = C1=NCN=C1
- HOMO energy (eV) = -9.997

Element x y z (Å)
C -0.21 -0.31 1.02
N 0.91 -0.57 0.49
C 0.95 -0.08 -0.76
N -0.53 0.92 -0.90
C -1.06 0.55 0.19
H -0.43 -0.83 2.02
H 1.79 0.30 -1.12
H 0.67 -0.79 -1.54
H -2.10 0.81 0.59

Relative energy (zero: lowest compared OMol25 entry of this formula, charge and spin) values, unit eV, following the record order: 1.152 1.960 3.964 5.058 0.648 4.471 2.445 2.258.